No. 1
# C21H31OZr

A structure of composition C21H31OZr at a distorted geometry (wB97M-V/def2-TZVPD, the Open Molecules 2025 dataset).

Geometry (Å):
C -0.945 -0.064 2.604
C -1.424 -0.964 1.592
C -1.699 -0.191 0.400
C -1.490 1.195 0.727
C -1.002 1.269 2.073
Zr 0.614 -0.122 0.734
C 2.269 2.571 -2.241
C 2.381 2.126 -0.866
H 3.342 1.639 -0.635
C 1.381 2.179 0.182
H 0.513 2.818 -0.025
H 1.794 2.339 1.196
C 3.188 1.552 -3.064
H 3.595 0.825 -2.333
H 2.550 0.953 -3.744
H 4.033 1.881 -3.678
C 0.833 2.287 -2.756
H 0.341 1.693 -1.961
H 0.144 3.098 -2.983
H 0.855 1.633 -3.645
C -1.736 -2.401 1.809
H -0.927 -2.901 2.358
H -2.657 -2.537 2.396
H -1.879 -2.928 0.861
C -2.313 -0.710 -0.857
H -1.838 -1.647 -1.165
H -3.389 -0.907 -0.738
H -2.202 0.014 -1.672
C -1.977 2.350 -0.088
H -2.179 2.047 -1.122
H -2.908 2.776 0.322
H -1.257 3.175 -0.123
C -0.845 2.516 2.872
H -0.571 3.373 2.244
H -1.781 2.785 3.392
H -0.073 2.409 3.646
C -0.721 -0.440 4.030
H -0.204 0.346 4.599
H -1.682 -0.607 4.546
H -0.155 -1.379 4.126
C 0.889 -2.384 -0.550
C 1.650 -2.382 -1.943
C 0.114 -3.519 -0.531
C 0.630 -2.239 -2.927
H 2.662 -2.044 -2.253
C -0.446 -4.020 -1.732
H -0.215 -4.055 0.366
C -0.324 -3.263 -2.883
H 0.556 -1.472 -3.732
H -1.128 -4.879 -1.751
H -1.011 -3.384 -3.726
O 2.004 -0.081 2.562
H 2.880 -0.502 2.615
H 1.759 0.173 3.471

Cartesian forces, eV/Å:
C -0.88 0.24 -0.88
C -0.22 0.79 -0.12
C -0.67 0.26 1.36
C -0.31 -0.38 0.65
C -0.71 -0.75 -0.36
Zr 2.00 -0.40 -1.24
C -0.23 -5.49 2.35
C 0.51 1.84 -2.63
H -0.30 0.56 0.27
C -0.62 -1.15 0.17
H 0.67 -0.15 0.19
H -0.15 0.09 -0.30
C 0.45 -0.03 0.09
H 0.13 0.31 -0.66
H 0.44 0.39 0.38
H -0.27 0.51 0.22
C -0.70 0.46 0.17
H -0.25 0.13 -0.34
H 0.20 0.35 0.02
H -0.02 0.58 0.37
C 0.05 -0.61 0.03
H -0.21 -0.01 -0.14
H 0.20 0.26 -0.09
H 0.02 0.18 0.25
C 0.07 -0.18 -0.47
H -0.09 0.07 -0.06
H 0.27 0.11 0.12
H -0.02 -0.21 0.12
C 0.17 0.36 -0.37
H 0.05 0.12 0.26
H 0.26 -0.35 0.02
H -0.23 -0.14 0.00
C 0.41 0.53 0.12
H -0.04 -0.23 0.14
H 0.25 -0.25 -0.24
H -0.18 0.09 -0.16
C 0.27 -0.25 0.42
H -0.10 -0.16 -0.14
H 0.28 0.10 -0.25
H -0.14 0.24 0.00
C 4.13 0.26 -0.84
C -2.95 4.06 0.83
C -1.83 -1.08 -0.35
C 0.93 -1.08 -0.32
H -0.62 0.45 1.11
C -0.45 -0.45 -0.14
H 0.02 0.74 -0.09
C -1.15 0.41 0.14
H 1.01 -1.09 0.16
H 0.45 0.26 0.26
H 0.26 -0.11 0.32
O 0.11 -0.21 0.16
H -0.27 0.12 -0.10
H -0.01 -0.12 -0.42

Summary:
**Spin multiplicity**: 1
**Relative energy (zero: lowest compared OMol25 entry of this formula, charge and spin)**: 0.705 eV
**Strongest force on any atom**: 5.98 eV/A
**HOMO energy**: -10.27 eV
**Net charge**: +1

Calculated atomic charges, method Löwdin, unit e: number 1, C, carries -0.32; number 2, C, carries -0.32; number 3, C, carries -0.32; number 4, C, carries -0.28; number 5, C, carries -0.28; number 6, Zr, carries 1.77; number 7, C, carries -0.19; number 8, C, carries -0.22; number 9, H, carries 0.09; number 10, C, carries -0.22; number 11, H, carries 0.03; number 12, H, carries 0.06; number 13, C, carries -0.10; number 14, H, carries 0.05; number 15, H, carries 0.05; number 16, H, carries 0.07; number 17, C, carries -0.10; number 18, H, carries 0.03; number 19, H, carries 0.07; number 20, H, carries 0.06; number 21, C, carries -0.03; number 22, H, carries 0.09; number 23, H, carries 0.11; number 24, H, carries 0.07; number 25, C, carries 0.00; number 26, H, carries 0.06; number 27, H, carries 0.11; number 28, H, carries 0.08; number 29, C, carries -0.02; number 30, H, carries 0.08; number 31, H, carries 0.11; number 32, H, carries 0.07; number 33, C, carries -0.01; number 34, H, carries 0.09; number 35, H, carries 0.11; number 36, H, carries 0.08; number 37, C, carries -0.03; number 38, H, carries 0.08; number 39, H, carries 0.11; number 40, H, carries 0.09; number 41, C, carries -0.19; number 42, C, carries -0.04; number 43, C, carries -0.24; number 44, C, carries -0.13; number 45, H, carries 0.09; number 46, C, carries -0.12; number 47, H, carries 0.09; number 48, C, carries -0.13; number 49, H, carries 0.11; number 50, H, carries 0.11; number 51, H, carries 0.11; number 52, O, carries -0.09; number 53, H, carries 0.12; number 54, H, carries 0.10

No. 2
# C21H32As3HfN2OS2

A structure of composition C21H32As3HfN2OS2 at a distorted geometry (wB97M-V/def2-TZVPD, the Open Molecules 2025 dataset).

Geometry (Å):
Hf -0.788 1.350 -0.154
S 0.721 3.215 -0.633
C -0.552 3.978 -1.644
C -0.536 5.373 -1.714
C -1.420 6.050 -2.530
C -1.354 7.494 -2.585
N -1.290 8.639 -2.630
C -2.362 5.339 -3.285
C -2.404 3.961 -3.205
C -1.506 3.269 -2.389
S -1.638 1.482 -2.418
C -3.305 6.027 -4.139
N -4.056 6.576 -4.811
H 0.187 5.930 -1.135
H -3.141 3.416 -3.777
C -3.367 -1.813 -0.700
As -1.870 -1.233 0.359
C -2.619 -1.265 2.138
C -0.759 -2.817 0.285
C 0.682 -2.781 0.836
C 0.708 -2.162 2.233
C 1.610 -2.041 -0.131
As 1.578 -0.111 -0.202
C 2.851 0.431 1.139
C 2.550 0.200 -1.831
C 1.122 -4.262 0.913
As 2.934 -4.944 1.331
C 3.766 -3.570 2.453
C 3.862 -4.512 -0.340
H -3.713 -2.754 -0.276
H -3.062 -1.955 -1.734
H -4.157 -1.067 -0.661
H -2.804 -2.304 2.406
H -3.563 -0.722 2.123
H -1.952 -0.804 2.860
H -0.746 -3.117 -0.766
H -1.346 -3.566 0.821
H 0.362 -1.122 2.235
H 1.711 -2.160 2.660
H 0.058 -2.712 2.917
H 1.439 -2.380 -1.155
H 2.650 -2.264 0.105
H 3.744 -0.180 1.014
H 2.449 0.301 2.140
H 3.097 1.479 0.982
H 3.467 -0.384 -1.778
H 2.770 1.261 -1.913
H 1.952 -0.109 -2.685
H 0.920 -4.747 -0.049
H 0.475 -4.767 1.634
H 3.305 -3.550 3.440
H 3.751 -2.570 2.019
H 4.805 -3.874 2.578
H 3.292 -4.905 -1.182
H 4.824 -5.022 -0.320
H 4.039 -3.447 -0.489
C -3.268 2.921 2.030
C -2.242 2.231 1.255
O -1.225 1.722 1.810
H -3.085 2.889 3.104
H -4.245 2.504 1.771
H -3.306 3.954 1.670

Cartesian forces, eV/Å:
Hf -0.24 0.70 -1.36
S 0.03 0.09 -0.24
C 0.23 -0.15 0.13
C 0.00 -0.08 0.10
C 0.04 0.47 0.04
C -0.06 -0.30 -0.09
N 0.01 -0.03 0.04
C -0.33 0.15 -0.26
C 0.02 0.03 0.18
C 0.02 -0.40 -0.15
S -0.18 0.08 -0.35
C 0.25 -0.04 0.19
N 0.00 -0.06 0.01
H 0.00 -0.01 -0.01
H 0.03 -0.02 -0.01
C -0.06 -0.08 -0.02
As 0.30 0.33 -0.07
C -0.12 -0.11 0.04
C 0.04 -0.19 0.04
C 0.01 -0.11 0.02
C -0.02 0.10 0.13
C 0.17 -0.19 0.01
As -0.20 0.13 0.20
C 0.16 -0.01 0.01
C 0.08 -0.04 -0.03
C -0.17 0.04 -0.03
As 0.07 -0.14 0.06
C 0.07 0.07 0.02
C 0.10 0.00 -0.06
H -0.13 -0.04 -0.10
H 0.00 -0.02 -0.02
H -0.03 0.00 0.01
H -0.06 0.01 0.11
H -0.02 0.00 0.03
H 0.03 0.00 0.02
H 0.02 -0.05 -0.02
H 0.08 -0.10 0.01
H -0.03 0.03 -0.07
H -0.09 -0.04 -0.07
H 0.01 -0.04 -0.03
H 0.02 -0.06 -0.02
H -0.12 -0.06 0.03
H 0.09 0.05 0.08
H -0.01 -0.02 0.02
H 0.03 0.02 0.01
H 0.07 0.03 -0.14
H 0.04 0.01 -0.02
H 0.00 -0.01 -0.03
H -0.04 0.03 -0.01
H -0.04 0.02 0.01
H 0.01 -0.01 0.00
H 0.03 -0.01 0.01
H 0.01 0.01 0.01
H 0.01 0.01 0.00
H 0.01 0.00 -0.03
H 0.07 -0.09 -0.03
C -0.14 0.11 0.19
C 0.28 -0.25 -0.51
O -0.34 0.20 1.92
H -0.04 0.03 0.00
H 0.00 -0.01 0.03
H 0.02 0.00 0.04

Summary:
**Spin multiplicity**: 1
**Relative energy (zero: lowest compared OMol25 entry of this formula, charge and spin)**: 0.209 eV
**Strongest force on any atom**: 1.96 eV/A
**HOMO energy**: -11.29 eV
**Net charge**: +1

Calculated atomic charges, method Löwdin, unit e: number 1, Hf, carries 0.79; number 2, S, carries 0.56; number 3, C, carries -0.64; number 4, C, carries -0.05; number 5, C, carries -0.17; number 6, C, carries -0.16; number 7, N, carries 0.20; number 8, C, carries -0.17; number 9, C, carries -0.05; number 10, C, carries -0.65; number 11, S, carries 0.54; number 12, C, carries -0.16; number 13, N, carries 0.20; number 14, H, carries 0.12; number 15, H, carries 0.12; number 16, C, carries -0.27; number 17, As, carries 1.05; number 18, C, carries -0.27; number 19, C, carries -0.33; number 20, C, carries -0.66; number 21, C, carries -0.07; number 22, C, carries -0.34; number 23, As, carries 1.02; number 24, C, carries -0.26; number 25, C, carries -0.27; number 26, C, carries -0.38; number 27, As, carries 1.15; number 28, C, carries -0.35; number 29, C, carries -0.34; number 30, H, carries 0.05; number 31, H, carries 0.04; number 32, H, carries 0.04; number 33, H, carries 0.05; number 34, H, carries 0.04; number 35, H, carries 0.02; number 36, H, carries 0.09; number 37, H, carries 0.09; number 38, H, carries 0.05; number 39, H, carries 0.06; number 40, H, carries 0.10; number 41, H, carries 0.10; number 42, H, carries 0.03; number 43, H, carries 0.04; number 44, H, carries 0.03; number 45, H, carries 0.03; number 46, H, carries 0.04; number 47, H, carries 0.02; number 48, H, carries 0.04; number 49, H, carries 0.07; number 50, H, carries 0.06; number 51, H, carries 0.02; number 52, H, carries 0.00; number 53, H, carries 0.03; number 54, H, carries 0.02; number 55, H, carries 0.02; number 56, H, carries 0.00; number 57, C, carries -0.05; number 58, C, carries -0.38; number 59, O, carries -0.23; number 60, H, carries 0.09; number 61, H, carries 0.10; number 62, H, carries 0.10